{"formula": "C5H5N", "method": "ωB97M-V/def2-TZVPD", "molar_mass_g_mol": 79.10, "smiles": "C=C1C=CN=C1", "e_tot_ha": -248.1670, "gap_ev": 9.011, "species": ["C", "H", "H", "H", "C", "N", "C", "C", "C", "H", "H"], "positions_angstrom": [[0.594, 0.127, 0.084], [2.140, 1.558, 0.075], [0.053, -2.159, -0.157], [2.690, -0.246, -0.174], [1.867, 0.444, 0.027], [-1.831, 0.477, -0.019], [-1.499, -0.862, 0.104], [-0.847, 1.183, 0.013], [-0.170, -1.137, -0.016], [-0.613, 2.196, 0.098], [-2.383, -1.581, -0.035]], "nbo_charge": [-0.11, 0.20, 0.23, 0.21, -0.35, -0.44, -0.02, 0.16, -0.28, 0.19, 0.21]}